{"formula": "C19H33Cl14N", "method": "ωB97M-V with the def2-TZVPD basis set", "orbital_gap_ev": 10.37, "charge": 0, "e_homo_ha": -0.3687, "relative_energy_ev": 0.285, "species": ["Cl", "C", "C", "Cl", "H", "H", "H", "H", "Cl", "C", "C", "Cl", "H", "H", "H", "H", "Cl", "C", "C", "Cl", "H", "H", "H", "H", "Cl", "C", "C", "Cl", "H", "H", "H", "H", "Cl", "C", "C", "Cl", "H", "H", "H", "H", "Cl", "C", "C", "Cl", "H", "H", "H", "H", "Cl", "C", "C", "Cl", "H", "H", "H", "H", "N", "C", "C", "C", "C", "C", "H", "H", "H", "H", "H"], "xyz": [[1.243, -2.059, 3.837], [2.139, -1.209, 2.563], [2.319, 0.249, 2.916], [0.779, 1.152, 3.055], [1.668, -1.322, 1.591], [3.148, -1.622, 2.555], [2.946, 0.726, 2.161], [2.837, 0.356, 3.867], [1.013, -0.817, -7.158], [0.033, -0.472, -5.692], [0.930, -0.118, -4.514], [2.058, -1.441, -4.123], [-0.514, -1.367, -5.417], [-0.651, 0.334, -5.936], [0.310, 0.006, -3.628], [1.571, 0.744, -4.670], [6.230, -3.499, 0.055], [5.304, -4.236, -1.268], [4.461, -3.233, -2.064], [3.425, -2.259, -0.995], [4.685, -5.054, -0.914], [6.023, -4.621, -1.992], [3.832, -3.786, -2.760], [5.088, -2.564, -2.648], [-3.373, 4.514, 0.339], [-3.104, 4.701, 2.109], [-1.853, 3.963, 2.523], [-0.393, 4.810, 1.907], [-3.973, 4.266, 2.597], [-3.064, 5.766, 2.309], [-1.847, 2.952, 2.123], [-1.747, 3.881, 3.603], [-2.691, -1.133, -3.732], [-3.145, -0.908, -2.027], [-3.822, -2.151, -1.459], [-5.469, -2.309, -2.118], [-3.814, -0.052, -1.961], [-2.277, -0.653, -1.419], [-3.807, -2.110, -0.374], [-3.332, -3.051, -1.820], [-3.090, 0.652, 5.417], [-3.473, -0.263, 3.937], [-3.683, -1.736, 4.200], [-2.154, -2.518, 4.711], [-2.634, -0.106, 3.263], [-4.331, 0.162, 3.417], [-3.978, -2.214, 3.266], [-4.469, -1.926, 4.925], [4.229, 4.691, -2.206], [3.486, 4.740, -0.595], [2.686, 3.466, -0.272], [1.407, 3.211, -1.478], [2.839, 5.605, -0.471], [4.321, 4.786, 0.102], [2.214, 3.613, 0.696], [3.417, 2.661, -0.304], [-2.178, -0.683, 0.895], [-1.619, 0.242, 0.118], [-0.551, -0.003, -0.726], [0.013, -1.266, -0.653], [-0.572, -2.272, 0.108], [-1.701, -1.921, 0.847], [-1.996, 1.260, 0.153], [-0.088, 0.798, -1.284], [0.981, -1.463, -1.097], [-0.081, -3.235, 0.111], [-2.160, -2.659, 1.496]], "lowdin_charge": [0.5521, -0.6618, -0.6478, 0.5389, 0.0361, 0.0738, 0.0676, 0.0685, 0.5245, -0.6695, -0.6421, 0.5427, 0.0216, 0.0699, 0.0361, 0.0682, 0.5365, -0.6633, -0.6499, 0.5520, 0.0714, 0.0717, 0.0686, 0.0725, 0.5201, -0.6341, -0.6543, 0.5289, 0.0715, 0.0650, 0.0384, 0.0736, 0.6155, -0.6565, -0.6568, 0.5496, 0.0780, -0.0077, 0.0481, 0.0601, 0.5309, -0.6865, -0.6421, 0.5239, 0.0230, 0.0780, 0.0606, 0.0702, 0.5403, -0.6684, -0.6529, 0.5526, 0.0714, 0.0680, 0.0423, 0.0677, 0.0691, -0.1856, -0.0909, -0.0862, -0.0347, -0.1584, 0.1142, 0.0682, 0.0294, 0.1146, 0.1036]}